Entry 1:
Formula: C2H5N3O4
Source: the OMol25 dataset
Level of theory: wB97M-V/def2-TZVPD

The geometry in XYZ format:
```
14
Properties=species:S:1:pos:R:3:nbo_charge:R:1
O 0.6017 1.3218 2.1286 -0.63
O -1.6009 -0.2486 -0.1205 -0.57
O -2.0408 0.9223 1.7765 -0.46
O 2.2422 0.5087 0.4365 -0.62
N 0.9898 -0.4885 -1.1643 -0.47
N -0.0346 -1.2819 -1.8415 -0.64
N -1.1887 0.5199 0.9997 0.35
C 1.1193 0.1978 0.0554 0.59
C 0.1089 0.6414 1.0798 0.31
H -0.1571 -2.1008 -1.3049 0.36
H -2.5097 0.0070 -0.2483 0.49
H -0.8612 -0.8467 -2.1986 0.37
H 1.4985 1.3018 2.1457 0.51
H 1.8326 -0.4542 -1.7440 0.40
```

Values from the calculation:
Structure (SMILES): NNC(=O)/C(O)=[N+](/[O-])O
E_LUMO, eV: 0.21
Net charge: 0
Highest occupied orbital energy, eV: -8.9
Gap between HOMO and LUMO, eV: 9.09

=====

Entry 2:
Formula: C27H40O4
Source: the OMol25 dataset
Level of theory: wB97M-V/def2-TZVPD

The geometry in XYZ format:
```
71
Properties=species:S:1:pos:R:3:nbo_charge:R:1
O -0.4587 4.6764 -0.4114 -0.55
O 2.9888 -5.8501 -1.9739 -0.54
O 0.5017 3.5193 2.0588 -0.59
O -1.0169 1.9434 1.6167 -0.54
C -1.1020 4.0407 0.3795 0.63
C -0.5404 2.4465 -2.1036 -0.64
C 0.8623 -0.8543 -1.3953 -0.21
C 0.6674 -3.1581 -2.3693 0.15
C -0.4340 1.7374 -0.7493 -0.01
C -1.2649 2.5102 0.3113 0.17
C 1.6985 -1.4061 -3.7588 -0.62
C -0.7952 -2.9532 -2.6098 -0.45
C -2.6462 0.8023 -0.8362 -0.41
C -2.7240 2.1176 -0.0358 -0.42
C 0.1809 1.7486 3.6486 -0.49
C -1.7559 -2.2100 4.7648 -0.61
C 3.5071 -3.5389 -2.3390 -0.50
C 2.5846 -4.7201 -2.1498 0.55
C -1.3828 -1.9456 -1.6265 -0.40
C -1.1780 0.3897 -0.7211 -0.23
C -1.9859 4.7060 1.4128 -0.73
C -0.6254 -0.6242 -1.7178 -0.15
C -0.0760 2.5060 2.3655 0.82
C -1.6071 -1.0266 5.7142 -0.39
C -0.5256 -0.0367 5.2799 -0.39
C 1.0284 1.4820 -0.3994 -0.40
C 1.5299 -1.9164 -2.3170 -0.07
C 2.9076 -2.2781 -1.7301 -0.39
C 1.6331 0.4740 -1.3794 -0.40
C -0.8641 0.6870 3.9780 -0.40
C 1.1644 -4.3954 -2.2547 -0.34
H -3.3168 0.0507 -0.4234 0.22
H -1.0343 -0.0312 0.2811 0.21
H -1.4166 5.4900 1.9056 0.25
H 2.8021 -2.4352 -0.6535 0.21
H 0.4220 -0.5678 5.1636 0.19
H -0.9170 -0.0293 3.1584 0.21
H -0.9317 -2.5747 -3.6272 0.21
H 3.6616 -3.4105 -3.4134 0.22
H -1.8441 1.1596 4.0704 0.20
H 1.1038 1.0720 0.6111 0.19
H -2.3715 4.0088 2.1499 0.21
H -0.7367 -0.2369 -2.7334 0.19
H -3.2797 1.9818 0.8907 0.23
H 2.6654 0.2939 -1.0790 0.21
H 1.6482 0.9093 -2.3766 0.20
H -1.3221 -3.9060 -2.5376 0.22
H -0.3930 0.7051 6.0713 0.20
H 0.5014 -5.2506 -2.2741 0.22
H 0.7831 -0.9519 -4.1261 0.21
H -2.8186 5.1754 0.8902 0.24
H -2.9163 0.9628 -1.8796 0.21
H -1.3525 -1.4023 6.7078 0.20
H 1.5930 2.4153 -0.4238 0.23
H -1.3084 -2.3437 -0.6118 0.20
H -2.1121 -1.8882 3.7896 0.20
H -2.4389 -1.7903 -1.8516 0.21
H -2.4707 -2.9250 5.1653 0.21
H 1.1683 1.2876 3.5518 0.24
H -3.2055 2.9097 -0.6072 0.22
H 2.4962 -0.6704 -3.8138 0.22
H 0.8976 -1.2667 -0.3779 0.20
H -1.5396 2.8340 -2.2741 0.21
H -0.8019 -2.7168 4.6356 0.20
H 0.1479 3.2850 -2.1321 0.25
H 3.6025 -1.4513 -1.8814 0.21
H -0.2952 1.7728 -2.9178 0.20
H -2.5627 -0.5036 5.7949 0.19
H 0.2557 2.4858 4.4512 0.23
H 4.4772 -3.7625 -1.8918 0.23
H 1.9495 -2.2317 -4.4210 0.22
```

Values from the calculation:
Structure (SMILES): CCCCCC(=O)O[C@]1(C(C)=O)CC[C@H]2[C@@H]3CCC4=CC(=O)CC[C@]4(C)[C@H]3CC[C@@]21C
E_LUMO, eV: 0.51
Net charge: 0
Highest occupied orbital energy, eV: -9.3
Gap between HOMO and LUMO, eV: 9.80